No. 1
One molecule with the formula C16H18FNO2S. Source: OMol25; level of theory: wB97M-V/def2-TZVPD.

* energy above the lowest of the compared OMol25 structures with the same formula, charge and spin: 0.434 eV
* HOMO-LUMO gap: 9.71 eV
* SMILES: CC(C)N(Cc1ccccc1)S(=O)(=O)c1ccc(F)cc1
* energy: -36021.4460 eV
* LUMO energy: 0.633 eV
* HOMO: -9.08 eV

```
39
Properties=species:S:1:pos:R:3:forces:R:3
C 4.076719 0.226687 -0.072082 -0.248 0.200 0.017
C 3.020017 1.267710 -0.444278 0.535 0.339 0.134
C 3.328495 1.942499 -1.779611 -0.179 -0.097 0.302
N 1.671873 0.720494 -0.432909 -0.611 0.032 0.814
C 1.285269 -0.262680 -1.432568 -0.306 -0.104 -0.295
C 0.597732 -1.479406 -0.875503 -0.107 -0.381 -0.317
C -0.733348 -1.734308 -1.176829 0.203 -0.083 -0.139
C -1.369298 -2.853660 -0.668513 -0.089 -0.080 -0.037
C -0.679044 -3.729316 0.150493 -0.108 -0.017 0.000
C 0.653260 -3.490260 0.443533 0.157 -0.017 0.007
C 1.289822 -2.377375 -0.072672 -0.088 -0.156 -0.161
S 0.875461 0.782499 1.025926 -0.267 0.252 -0.171
O 1.061158 -0.385887 1.839640 -0.156 0.006 -0.070
O 1.224814 2.041963 1.617447 0.082 0.265 -0.042
C -0.839507 0.867516 0.517509 0.615 -0.050 0.195
C -1.767525 0.021908 1.094304 0.045 0.063 0.098
C -3.097745 0.114136 0.723485 -0.059 0.172 -0.078
C -3.454849 1.061022 -0.222235 0.134 -0.059 0.053
F -4.744473 1.150931 -0.596767 0.118 -0.007 0.037
C -2.533457 1.920908 -0.798262 -0.098 -0.069 0.016
C -1.207757 1.820015 -0.413006 -0.087 0.027 -0.038
H 5.046195 0.706268 0.035155 0.130 0.005 -0.010
H 3.808913 -0.237769 0.874153 0.068 -0.089 0.090
H 4.158477 -0.543835 -0.836983 0.041 -0.114 -0.074
H 2.995883 2.032574 0.337050 0.192 -0.027 -0.191
H 4.266294 2.485640 -1.700864 0.108 0.032 -0.039
H 2.540522 2.645384 -2.035743 -0.067 0.112 -0.065
H 3.420930 1.213798 -2.581632 0.038 -0.067 -0.124
H 0.619879 0.224725 -2.160045 0.136 -0.173 0.001
H 2.185550 -0.583709 -1.963826 -0.046 0.106 0.044
H -1.277510 -1.052494 -1.816204 -0.054 0.117 -0.026
H -2.405501 -3.037782 -0.911483 -0.094 -0.019 -0.015
H -1.175842 -4.598857 0.554736 -0.038 -0.076 0.033
H 1.198666 -4.174129 1.076094 0.053 -0.060 0.061
H 2.327911 -2.197377 0.157531 0.135 0.057 0.080
H -1.428205 -0.701262 1.818237 -0.029 -0.160 0.066
H -3.850435 -0.529156 1.150217 -0.077 -0.064 0.030
H -2.860307 2.647941 -1.524843 -0.037 0.062 -0.056
H -0.453577 2.473562 -0.820961 0.054 0.126 -0.130
```
Positions in Å, forces in eV/Å.

***

No. 2
An isolated ion of composition CHFNO3S and charge -1. Source: OMol25; level of theory: wB97M-V/def2-TZVPD.

* total charge: -1
* energy above the lowest of the compared OMol25 structures with the same formula, charge and spin: 0.747 eV
* HOMO-LUMO gap: 9.52 eV
* SMILES: [H]/N=C(/F)S(=O)(=O)[O-]
* energy: -22239.8625 eV
* LUMO energy: 4.210 eV
* HOMO: -5.31 eV

```
8
Properties=species:S:1:pos:R:3:forces:R:3
H 2.215874 -0.032831 0.595161 -1.561 0.285 0.199
N 1.583113 0.767247 0.420874 0.634 0.005 -0.695
C 0.424721 0.643239 -0.008437 0.564 1.860 -0.615
F -0.175966 1.810006 -0.563141 0.915 -1.076 1.048
S -0.826145 -0.594584 -0.102338 0.072 -3.701 0.561
O -1.276090 -0.613165 -1.462671 -0.149 0.479 -0.958
O -1.786435 -0.107642 0.855024 -0.134 0.285 0.466
O -0.159073 -1.872272 0.265525 -0.342 1.863 -0.007
```
Positions in Å, forces in eV/Å.